# 1
Here is a molecular structure, C16H37FO8Si2 in a non-equilibrium geometry from OMol25. Energies are from wB97M-V/def2-TZVPD.

Structure (XYZ):
```
64
Properties=species:S:1:pos:R:3:forces:R:3
C 1.937 5.188 0.207 -0.35 0.19 -0.13
C 1.483 6.109 -0.673 -0.32 0.32 0.69
Si 0.100 5.783 -1.865 -1.13 0.70 1.14
C -1.333 7.005 -1.559 0.38 -0.08 -0.38
C -0.752 8.365 -1.581 0.00 -0.01 -0.19
O -0.229 8.910 -2.493 0.05 0.23 -0.06
F -0.822 8.987 -0.382 0.01 0.05 0.26
O 0.567 6.037 -3.420 0.79 -0.54 0.46
Si 2.014 5.468 -4.036 -0.32 0.35 -0.66
H 2.980 4.915 0.327 0.26 1.05 0.94
H 1.231 4.702 0.874 -0.09 -1.37 -0.96
H 1.970 7.085 -0.689 1.13 -0.49 -1.25
H -0.375 4.409 -1.615 -0.03 -0.06 -0.16
H -1.829 6.800 -0.619 -0.18 -0.09 0.03
H -1.996 6.941 -2.420 -0.24 -0.12 0.04
H 1.740 4.197 -4.736 0.08 -0.09 0.13
H 3.032 5.314 -2.985 -0.03 -0.11 0.06
H 2.499 6.439 -5.034 -0.01 0.03 0.04
C -2.473 0.084 3.355 0.05 -0.09 0.03
O -1.124 -0.216 3.083 0.03 0.26 0.04
C -0.819 -0.125 1.701 -0.01 -0.27 0.23
C 0.661 0.103 1.496 0.10 0.00 -0.22
O 1.074 1.445 1.714 -0.02 -0.01 -0.04
C 1.141 1.884 3.060 0.00 0.16 -0.03
C 2.315 1.323 3.829 -0.12 -0.12 0.26
O 2.049 0.000 4.260 0.02 -0.09 -0.21
C 3.228 -0.730 4.512 -0.08 0.04 0.06
H -3.147 -0.624 2.859 -0.04 0.05 -0.01
H -2.615 0.013 4.431 0.01 -0.04 0.01
H -2.720 1.104 3.036 -0.05 -0.03 -0.05
H -1.378 0.699 1.240 0.02 0.00 -0.04
H -1.116 -1.070 1.224 0.01 0.10 -0.19
H 0.885 -0.091 0.445 -0.04 0.04 -0.02
H 1.259 -0.593 2.088 -0.15 -0.02 0.15
H 0.201 1.700 3.582 0.06 -0.14 0.10
H 1.275 2.967 2.997 0.03 0.00 -0.02
H 2.497 1.946 4.716 0.10 0.10 -0.09
H 3.208 1.342 3.191 0.00 0.05 -0.02
H 3.838 -0.817 3.605 0.05 0.03 0.03
H 2.936 -1.727 4.834 -0.02 0.01 0.03
H 3.824 -0.260 5.304 0.06 -0.02 -0.02
C -4.216 -5.348 -2.600 0.02 -0.01 0.10
O -3.030 -5.616 -1.890 0.11 0.12 -0.17
C -2.395 -6.804 -2.327 -0.13 0.07 0.22
C -0.925 -6.790 -1.979 0.09 -0.11 -0.01
O -0.130 -6.005 -2.854 -0.01 0.00 0.00
C -0.212 -4.595 -2.715 0.05 0.03 -0.14
C 0.504 -4.055 -1.499 -0.18 0.13 0.15
O -0.283 -4.226 -0.332 -0.01 -0.23 0.02
C 0.495 -4.223 0.843 -0.06 0.10 -0.09
H -4.955 -6.145 -2.456 -0.02 0.01 -0.06
H -4.624 -4.414 -2.220 -0.01 -0.01 0.04
H -4.014 -5.231 -3.672 -0.05 -0.06 -0.01
H -2.507 -6.918 -3.412 0.02 -0.03 -0.01
H -2.873 -7.659 -1.828 0.03 -0.09 -0.12
H -0.551 -7.809 -2.098 0.01 0.00 -0.03
H -0.773 -6.502 -0.937 -0.12 0.09 0.01
H -1.248 -4.252 -2.743 -0.02 0.01 0.15
H 0.294 -4.197 -3.597 0.01 -0.03 -0.01
H 0.690 -2.980 -1.638 0.13 -0.03 -0.07
H 1.466 -4.570 -1.387 0.02 0.01 -0.04
H 1.220 -5.045 0.833 0.07 0.07 0.01
H -0.175 -4.360 1.689 -0.04 0.05 -0.01
H 1.024 -3.268 0.953 0.08 -0.05 0.09
```
Positions in Å, forces in eV/Å.

The value obtained for the total energy is -52041.7486 eV. Its HOMO energy is -8.96 eV. The calculation puts the orbital gap at 0.3321 Ha. For the relative energy (zero: lowest compared OMol25 entry of this formula, charge and spin), the calculation gives 0.0 kJ/mol.

---

# 2
Here is a single C2H6N2O2S molecule in a non-equilibrium geometry from OMol25. Energies are from wB97M-V/def2-TZVPD.

Structure (XYZ):
```
13
Properties=species:S:1:pos:R:3:forces:R:3
C -1.450 0.557 1.335 -0.27 3.73 1.37
C -0.998 -0.600 1.024 2.31 -3.10 -2.31
S 0.156 -1.193 -0.722 -1.38 -0.42 1.83
O 1.329 -1.747 -0.065 -1.00 0.70 -0.62
O -0.643 -2.038 -1.604 1.03 1.68 0.85
N 0.655 0.207 -1.482 0.45 0.87 -0.12
N 1.443 1.158 -0.751 0.29 -1.01 0.07
H -1.687 0.703 2.410 -0.37 -0.29 -0.70
H -1.435 1.558 0.830 -0.01 -1.41 -0.19
H -0.983 -1.417 1.773 0.19 0.30 -0.95
H 0.294 0.671 -2.336 -0.30 -1.30 0.98
H 2.380 0.762 -0.515 -1.25 0.20 -0.26
H 0.939 1.379 0.103 0.31 0.04 0.05
```
Positions in Å, forces in eV/Å.

Its SMILES is C=CS(=O)(=O)NN. The value obtained for the total energy is -20077.9171 eV. Its HOMO energy is -10.19 eV. The calculation puts the orbital gap at 0.3978 Ha. For the relative energy (zero: lowest compared OMol25 entry of this formula, charge and spin), the calculation gives 402.3 kJ/mol.

---

# 3
Here is 7 unconnected molecules or ions with the total composition C24H66N7O9 in a non-equilibrium geometry from OMol25. Energies are from wB97M-V/def2-TZVPD.

Structure (XYZ):
```
106
Properties=species:S:1:pos:R:3:forces:R:3
N 2.119 -1.037 0.063 -2.23 -1.72 -6.20
O 2.656 -2.120 0.153 2.15 -1.84 2.56
O 1.557 -0.389 0.865 -0.93 2.61 7.06
O 1.816 -0.701 -1.095 0.89 1.12 -3.26
C -1.513 4.002 -0.323 -0.16 1.81 0.86
C -1.913 4.330 1.166 0.30 -0.94 -0.60
C -3.121 5.316 1.261 2.39 -1.26 -0.28
O -2.563 6.601 1.251 -1.04 0.85 0.10
C -1.895 6.991 2.455 0.04 0.89 -1.34
N -2.287 3.058 1.775 -0.15 -0.24 -0.17
H -0.513 3.576 -0.405 -0.32 -0.70 0.20
H -1.406 4.926 -0.892 -0.32 0.23 -0.19
H -2.337 3.419 -0.734 0.36 -0.26 -0.35
H -1.010 4.682 1.664 -0.25 0.39 0.24
H -3.764 5.149 2.125 0.08 -0.17 0.13
H -3.633 5.055 0.335 -0.63 0.93 -0.03
H -2.008 8.075 2.474 -0.01 0.10 0.16
H -0.834 6.817 2.281 0.12 -0.34 0.71
H -2.296 6.618 3.398 0.02 -0.55 -0.20
H -1.515 2.434 1.586 0.58 -0.31 0.49
H -2.902 2.707 1.054 -1.01 -0.55 0.23
C -0.795 -6.789 -0.732 0.88 -0.40 -0.31
C 0.031 -6.246 -1.896 1.66 1.69 1.55
C 0.097 -7.225 -3.045 -1.11 1.94 0.49
O 0.704 -6.618 -4.162 -0.49 -0.75 -0.07
C 0.686 -7.603 -5.148 0.97 -0.53 -1.03
N -0.381 -4.877 -2.284 -0.40 -1.57 -0.75
H -0.461 -7.821 -0.623 -0.76 -0.49 0.11
H -1.852 -6.637 -0.950 -0.11 -0.46 0.20
H -0.531 -6.346 0.228 -0.13 0.47 -0.20
H 1.047 -6.093 -1.532 0.29 -0.24 0.10
H -0.961 -7.373 -3.262 -0.36 -0.75 -0.48
H 0.569 -8.163 -2.753 0.12 -0.09 0.02
H 1.311 -8.429 -4.809 0.24 -0.35 -0.16
H 1.082 -7.254 -6.102 0.23 0.42 0.22
H -0.271 -8.053 -5.408 -0.62 0.29 0.43
H -0.420 -4.269 -1.478 0.18 0.04 0.19
H -1.336 -5.057 -2.560 -0.57 0.82 -0.34
C -6.672 -0.823 -0.198 1.44 0.21 0.42
C -5.329 -0.034 0.030 0.54 -1.54 -3.28
C -4.033 -0.734 -0.686 -1.20 -0.09 1.86
O -3.717 -1.968 -0.003 -0.60 1.12 -0.17
C -3.408 -1.805 1.406 0.78 -1.06 -1.45
N -5.547 1.269 -0.610 0.50 1.17 1.11
H -7.328 -0.271 0.474 -0.63 -0.56 -0.09
H -6.610 -1.893 0.003 -0.09 0.06 0.42
H -6.996 -0.714 -1.232 0.02 0.15 0.02
H -5.104 -0.012 1.096 -0.10 0.69 -0.13
H -3.127 -0.128 -0.681 -0.17 0.57 0.33
H -4.225 -0.927 -1.742 -0.31 -0.42 0.07
H -4.255 -2.120 2.015 -0.01 0.31 0.13
H -2.978 -0.841 1.674 -0.38 0.24 -0.13
H -2.589 -2.519 1.499 -0.08 -0.08 0.61
H -6.393 1.696 -0.259 -0.03 0.14 0.47
H -5.720 1.289 -1.605 0.44 -0.85 -0.20
C 4.528 -0.865 6.592 0.72 -0.41 0.54
C 4.646 -1.916 5.507 -1.18 1.17 -0.95
C 3.304 -2.573 5.191 0.55 -0.43 -1.55
O 3.636 -3.530 4.176 -0.94 -0.27 0.66
C 2.492 -4.202 3.737 -1.04 -0.17 -1.10
N 5.213 -1.185 4.315 -0.65 -1.16 0.77
H 4.019 0.070 6.355 -0.42 -0.33 -0.53
H 5.576 -0.571 6.655 0.02 0.23 1.17
H 4.093 -1.269 7.506 0.35 0.12 0.34
H 5.347 -2.715 5.749 -0.03 0.06 0.31
H 2.509 -1.934 4.807 0.36 0.88 -0.51
H 2.740 -3.007 6.017 0.71 -0.62 0.70
H 1.977 -4.824 4.469 0.42 -0.30 0.57
H 2.653 -4.788 2.832 0.80 -0.23 0.26
H 1.692 -3.564 3.363 0.06 0.90 0.17
H 5.984 -0.680 4.728 0.39 0.25 -0.32
H 4.513 -0.477 4.143 -0.07 0.35 -0.60
C 5.518 4.338 2.864 0.55 0.01 0.07
C 4.114 3.936 2.396 -0.95 -0.39 -0.12
C 3.973 3.654 0.863 0.72 -0.66 1.97
O 4.286 4.822 0.216 -0.17 2.15 -1.63
C 3.164 5.717 -0.026 0.57 -1.40 -0.25
N 3.536 2.813 3.125 0.39 -0.62 0.19
H 5.590 4.430 3.948 -0.59 0.27 0.17
H 5.815 5.292 2.428 -0.18 0.11 -0.02
H 6.366 3.677 2.688 -0.37 -0.60 -0.65
H 3.493 4.809 2.598 -0.09 0.40 -0.13
H 3.028 3.200 0.565 -0.51 0.34 0.23
H 4.690 2.865 0.636 0.38 0.19 -0.36
H 3.498 6.736 -0.219 0.29 -0.12 0.50
H 2.445 5.632 0.789 0.01 0.36 0.12
H 2.666 5.405 -0.945 -0.18 -0.19 -0.09
H 2.961 3.064 3.916 0.12 0.20 -0.04
H 2.972 2.237 2.515 -0.05 -0.20 0.00
C -3.253 0.433 -5.894 0.66 1.13 0.06
C -1.744 0.003 -5.681 -0.94 2.66 -0.59
C -0.846 1.135 -4.964 -0.56 -2.05 0.16
O 0.540 0.771 -5.068 -0.19 1.48 -0.10
C 1.406 1.906 -4.733 -1.01 -0.99 -0.12
N -1.816 -1.309 -5.129 0.71 -0.79 0.23
H -3.855 -0.289 -6.446 0.50 -0.20 -0.41
H -3.333 1.403 -6.385 -0.09 0.09 -0.22
H -3.833 0.531 -4.976 0.41 0.07 0.54
H -1.294 -0.041 -6.673 0.07 -0.28 -0.10
H -1.192 1.200 -3.932 0.32 -0.17 0.52
H -1.053 2.131 -5.355 0.05 0.01 -0.68
H 2.446 1.682 -4.972 -0.21 -0.44 0.14
H 1.289 2.122 -3.671 0.19 0.09 0.06
H 1.132 2.777 -5.328 -0.21 0.17 -0.06
H -2.160 -1.832 -5.922 0.19 -0.74 0.06
H -2.597 -1.337 -4.490 0.09 -0.06 0.52
```
Positions in Å, forces in eV/Å.

The value obtained for the total energy is -54806.6270 eV. The total charge is -1. Its HOMO energy is -3.67 eV. The calculation puts the orbital gap at 0.2180 Ha. For the relative energy (zero: lowest compared OMol25 entry of this formula, charge and spin), the calculation gives 324.3 kJ/mol.

---

> What is the HOMO energy in the third record?

-3.67 eV

---

> orbital gap of number 1 (C16H37FO8Si2)?

0.3321 Ha